This record from the Open Molecules 2025 dataset describes C48H40N8O16 as an isolated structure at a distorted geometry. The level of theory is ωB97M-V/def2-TZVPD.

Geometry as XYZ:
```
112
Properties=species:S:1:pos:R:3:mulliken_charge:R:1
C 1.96919 0.59858 -3.64621 0.1580
C -1.80631 0.12672 2.95718 1.2246
H -1.06042 -0.58418 -2.13536 0.9851
C -2.71843 -6.62200 -2.05086 -0.6330
C 0.44698 -0.31163 1.59728 -1.3775
H 1.75562 3.60615 -6.45996 0.4038
C 1.33675 -4.08590 5.69127 -0.8530
H -0.73028 -2.33293 3.72414 1.0750
C 1.68551 3.44230 -5.39477 -1.4742
C -2.23341 -4.40722 -1.23004 -0.1434
C 0.34844 -4.87159 6.36882 -0.3764
H -1.32771 2.66386 5.26244 0.3070
H -0.33602 2.69427 4.43471 0.4709
N -3.91311 -1.20382 2.48593 1.0684
O -1.28885 -1.85474 -1.69907 -0.0621
C -1.02333 -4.79870 6.01645 -0.3754
C -1.44462 -3.92638 5.02492 -0.2030
H 2.35690 -4.18018 6.03301 0.3625
C -0.82399 -0.27838 -3.14382 0.8381
C -1.10636 1.16400 3.63123 0.1040
N -2.26675 1.73569 -2.92270 1.4079
H 1.72276 1.38340 1.44752 0.6724
N 0.41843 2.57751 1.79737 0.4056
H -2.02480 -3.77864 -0.37694 1.0455
C 0.31509 3.49801 4.12412 0.1573
H 0.82281 -1.72415 -3.37135 0.7115
O 4.95406 2.87519 -5.43502 -0.6053
C -2.14509 -3.92768 -2.51379 0.3113
O -0.99281 -2.25162 2.88104 -0.4202
H -0.87804 -2.04670 -0.93256 -0.5292
C 0.54619 2.76888 -4.91830 0.3587
O -1.52750 -6.65008 7.41010 -0.5870
H -0.05920 1.37408 3.47085 1.8654
O -2.60726 1.36561 -1.80026 -0.6565
H 1.26697 -0.23296 -1.88305 -0.8360
C 1.10042 0.70665 0.88087 -0.5507
C 1.74106 4.61049 2.54698 -0.5621
N -1.97313 -5.74974 6.69755 0.9445
C 2.93542 1.33766 -4.27011 -0.5043
H 1.18556 -1.31808 -5.65312 0.5872
C 3.12558 0.91154 -1.45241 -0.0430
C -2.42579 -4.75948 -3.59099 -0.6766
H -2.53780 -6.14090 -0.00106 0.4520
H -4.92178 1.03120 3.81251 0.4818
O -5.12129 -1.30237 2.60847 -0.6742
N 1.40075 2.80250 -1.24481 0.8351
C -2.66917 -6.08819 -3.33978 -0.3949
C 0.00972 0.48554 -5.73817 -0.9992
O -3.29627 -1.99109 1.77041 -0.5052
C 1.13695 0.66521 -0.46055 0.3226
H 0.37029 0.81729 -6.70063 0.3669
N -1.61453 -2.54941 -2.63618 0.1444
C 0.42981 2.53507 -3.56317 0.3639
C -0.27379 -1.29653 -0.44416 0.2251
C 2.50433 3.75381 -3.24084 -0.7577
C 0.52162 -0.38745 -1.15094 0.8782
C 0.68775 4.34877 5.10494 -0.6727
O 2.15955 3.25031 -0.40285 -0.7290
H 1.55592 -2.40879 4.46409 0.3953
O -1.26501 -2.28344 -3.78173 -0.6370
O 0.52307 2.82796 0.58964 -0.3071
C -3.19586 -0.04428 3.13846 -0.3533
C -3.20781 1.93482 4.63352 -0.7022
C -0.23464 -1.28096 0.93419 0.6645
H -0.28993 1.79162 -3.25387 -0.9060
H 0.13447 4.38034 6.03192 0.4079
H 1.05619 0.39202 -4.18488 -0.5212
O -1.84317 -2.93971 1.02704 -0.5925
O 6.05346 3.05546 -3.61294 -0.6737
C 1.41088 3.07149 -2.69036 0.4443
C -3.84593 0.98184 3.89329 -0.9331
H 2.77773 6.28590 3.23205 0.4365
H 0.52071 -0.22203 2.67103 1.1597
C -1.33851 0.89528 -3.71177 -0.2081
C 0.54436 -0.63552 -5.11518 -0.4087
C 3.99761 1.85547 -3.52470 -1.4121
O 0.62452 1.91391 -0.89088 -0.1060
C -1.78628 1.99926 4.54522 -1.5529
H 3.12525 0.74268 -0.38569 0.6063
H 0.33351 -0.48172 -2.21025 -0.5646
O 0.11436 1.46700 2.19133 -0.1841
H 3.52857 4.45336 -4.98270 0.6744
H 1.89807 6.01265 5.68279 0.3996
H -3.05464 -7.63870 -1.91062 0.4075
H 1.67502 1.47700 -0.92731 -0.2286
C 1.63672 5.37319 4.85262 -0.7488
H 2.17364 4.74569 1.56667 0.4392
H 2.78275 1.69804 -5.27670 1.2551
H 4.97607 1.90565 -1.51563 0.5317
H -2.85864 -6.76808 -4.15724 0.3705
H -1.27127 -0.55833 2.31618 -0.7623
C 2.62070 4.00244 -4.61008 -0.3950
C 2.05910 0.38226 -2.28360 0.9106
C -2.51353 -5.75724 -1.01033 -1.0143
C 0.79753 3.60146 2.86158 0.1214
C -0.50707 -3.03245 4.51613 0.0728
C 0.83523 -3.07951 4.90807 -0.6088
H 0.70706 -5.65181 7.02384 0.4204
H -0.23980 2.32581 -5.51185 -0.1549
N 5.03513 2.65134 -4.23828 1.2428
H -2.48784 -3.77210 4.79185 0.5574
H -3.69904 2.62901 5.29923 0.4527
O -2.66414 2.76646 -3.38308 -0.7351
H -1.32327 2.11173 -5.52087 0.3964
C 0.22526 -0.93189 -3.79756 -0.2878
C 2.11321 5.51192 3.58672 -0.5946
H -2.49165 -4.40369 -4.60857 0.4747
C 4.12644 1.57899 -2.09685 -1.3472
N -1.11787 -2.21341 1.69190 0.1830
C -0.92825 1.22941 -5.03935 0.6683
H 3.27855 4.23915 -2.66514 0.5015
O -3.18319 -5.66471 6.47208 -0.5872
```

Values from the calculation:
* Kohn-Sham gap: 5.07 eV
* ΔE to the lowest compared entry with this formula, charge and spin: 1510.5 kcal/mol
* molecular weight: 984.888 g/mol
* LUMO level: -1.83 eV
* F_max: 19.1 eV/Å
* 2S+1: 1